The following is a DFT calculation (wB97M-V/def2-TZVPD) of a 2-piece molecular cluster, C4H12OS overall in a non-equilibrium geometry.

Output
* max |F|: 1.81 eV/Å
* net charge: 0
* SMILES string: CCSCC.O
* relative energy (zero: lowest compared OMol25 entry of this formula, charge and spin): 51.2 kJ/mol
* HOMO: -8.56 eV
* frontier orbital gap: 9.417 eV

Last column: Mulliken charge in e.
Positions of all 18 atoms, in Å:
C1 0.000 0.000 0.000  -1.05
C2 -0.143 -0.285 1.529  -0.32
S1 1.433 -0.725 2.168  -0.21
C3 1.139 -1.549 3.734  -0.33
C4 2.465 -1.452 4.502  -1.13
H1 -0.045 -0.922 -0.603  0.28
H2 0.976 0.484 -0.170  0.29
H3 -0.796 0.683 -0.342  0.32
H4 -0.597 0.584 2.044  0.31
H5 -0.807 -1.156 1.691  0.26
H6 0.370 -1.134 4.414  0.35
H7 0.856 -2.594 3.503  0.29
H8 2.890 -0.434 4.523  0.33
H9 3.241 -2.150 4.145  0.28
H10 2.182 -1.736 5.530  0.33
O1 4.730 -3.186 0.658  -0.66
H11 3.958 -2.721 1.052  0.33
H12 5.413 -3.178 1.367  0.32